Entry from the OMol25 dataset: a molecular structure, C41H34N2O4P2S2Zr (the ωB97M-V functional and the def2-TZVPD basis).

Output
net charge = +2
orbital gap = 6.316 eV
calculated total energy = -95757.6624 eV
strongest force on any atom = 0.8 eV/A
M = 836.0 g/mol
HOMO energy = -12.8 eV

Geometry (Å):
1 Zr -0.397 0.226 0.892
2 O 1.129 -3.436 2.908
3 C 0.597 -2.302 2.557
4 O 0.492 -1.921 1.385
5 C 0.096 -1.422 3.635
6 C 0.039 -1.575 4.995
7 C -0.517 -0.509 5.729
8 C -1.052 0.601 5.105
9 C -1.030 0.634 3.700
10 N -0.383 -0.320 3.056
11 C -1.787 1.448 2.745
12 O -1.765 2.809 2.804
13 O -0.637 2.182 0.574
14 H 1.416 -3.946 2.131
15 H 0.401 -2.468 5.485
16 H -0.568 -0.586 6.807
17 H -1.527 1.391 5.669
18 C 2.241 1.416 -2.468
19 C 1.304 0.237 -2.775
20 P -0.357 0.065 -1.993
21 C -0.894 -1.511 -2.702
22 C -0.699 -2.683 -1.975
23 C -1.058 -3.908 -2.518
24 C -1.618 -3.962 -3.787
25 C -1.812 -2.795 -4.516
26 C -1.448 -1.571 -3.979
27 C -1.428 1.332 -2.709
28 C -2.779 1.293 -2.363
29 C -3.655 2.240 -2.862
30 C -3.189 3.239 -3.708
31 C -1.849 3.276 -4.065
32 C -0.968 2.323 -3.571
33 C 2.281 1.894 -1.011
34 P 2.370 0.469 0.128
35 C 4.026 -0.237 0.003
36 C 4.202 -1.468 -0.625
37 C 5.480 -1.988 -0.782
38 C 6.575 -1.279 -0.313
39 C 6.400 -0.049 0.313
40 C 5.130 0.475 0.473
41 C 2.326 1.156 1.823
42 C 1.895 2.447 2.133
43 C 1.831 2.869 3.456
44 C 2.218 2.017 4.477
45 C 2.678 0.737 4.179
46 C 2.724 0.306 2.867
47 H 1.994 2.273 -3.092
48 H 3.244 1.105 -2.768
49 H 1.788 -0.706 -2.502
50 H 1.137 0.173 -3.854
51 H -0.254 -2.640 -0.985
52 H -0.904 -4.819 -1.954
53 H -1.903 -4.915 -4.211
54 H -2.247 -2.841 -5.505
55 H -1.613 -0.660 -4.543
56 H -3.150 0.498 -1.726
57 H -4.704 2.196 -2.598
58 H -3.872 3.981 -4.097
59 H -1.488 4.044 -4.735
60 H 0.069 2.358 -3.875
61 H 1.361 2.432 -0.770
62 H 3.120 2.576 -0.862
63 H 3.343 -2.021 -0.990
64 H 5.619 -2.943 -1.270
65 H 7.571 -1.683 -0.435
66 H 7.258 0.500 0.676
67 H 4.997 1.431 0.966
68 H 1.629 3.143 1.351
69 H 1.495 3.874 3.677
70 H 2.191 2.355 5.505
71 H 3.017 0.084 4.973
72 H 3.112 -0.682 2.637
73 S -1.151 3.502 1.323
74 C -2.715 0.847 1.868
75 N -2.458 -0.327 1.242
76 C -3.547 -0.732 0.455
77 C -3.650 -1.923 -0.250
78 C -4.759 -2.117 -1.054
79 C -5.759 -1.147 -1.145
80 C -5.671 0.035 -0.430
81 C -4.555 0.231 0.372
82 S -4.166 1.634 1.340
83 H -2.880 -2.677 -0.169
84 H -4.856 -3.037 -1.614
85 H -6.622 -1.326 -1.771
86 H -6.454 0.779 -0.489